1) Here is a 2-piece molecular cluster, C3H12N2 overall from the OMol25 dataset. Energies are from wB97M-V/def2-TZVPD.

Computed properties:
* structure (SMILES): CNC.CN
* Kohn-Sham gap: 9.31 eV
* E_LUMO: 1.09 eV
* charge: 0

Last column: Mulliken charge in e.
CARTESIAN COORDINATES (ANGSTROEM)
N  -1.862  -0.468  0.221  -0.232
N  1.858  -0.634  0.515  -0.568
C  -1.240  -0.803  -1.022  -0.741
C  2.256  0.432  -0.451  -0.651
C  -1.497  0.745  0.937  -0.875
H  -2.276  1.511  0.796  0.306
H  -1.335  0.108  -1.633  0.257
H  2.330  -0.448  1.389  0.250
H  -0.675  1.218  0.393  0.224
H  -1.258  0.597  1.985  0.310
H  2.694  1.294  0.059  0.299
H  -1.718  -1.592  -1.601  0.318
H  1.369  0.811  -0.950  0.226
H  0.871  -0.547  0.672  0.184
H  -2.333  -1.136  0.805  0.191
H  -0.183  -1.093  -0.991  0.247
H  2.997  0.006  -1.122  0.254

2) Here is a 2-piece molecular cluster, C3H12N2 overall from the OMol25 dataset. Energies are from wB97M-V/def2-TZVPD.

Computed properties:
* structure (SMILES): CCN.CN
* Kohn-Sham gap: 9.72 eV
* E_LUMO: 1.04 eV
* charge: 0

Last column: Mulliken charge in e.
CARTESIAN COORDINATES (ANGSTROEM)
N  2.423  -1.549  0.797  -0.537
N  -2.697  1.574  0.844  -0.519
C  -1.547  1.972  -0.028  -0.566
C  1.269  -1.943  -0.095  -0.472
C  0.845  -0.784  -0.917  -0.759
H  0.437  -0.944  -1.870  0.378
H  -1.396  3.088  0.063  0.295
H  0.038  -0.239  -0.334  -0.039
H  3.209  -1.135  0.355  0.201
H  2.036  -1.282  1.640  0.179
H  -0.597  1.564  0.563  0.138
H  0.611  -2.612  0.262  0.478
H  -1.570  1.699  -1.048  0.268
H  -3.102  2.382  1.259  0.208
H  1.841  -2.733  -0.675  0.257
H  -3.387  0.944  0.299  0.208
H  1.589  -0.003  -1.115  0.283

Top of the stability list: 1), leading by 21.3 kcal/mol.

1) Here is C4H4O4Pb as an isolated structure from the OMol25 dataset. Energies are from wB97M-V/def2-TZVPD.

Computed properties:
* Kohn-Sham gap: 6.05 eV
* E_LUMO: -10.94 eV
* charge: +2

Last column: Mulliken charge in e.
CARTESIAN COORDINATES (ANGSTROEM)
Pb  -0.043  0.003  0.014  1.123
O  -0.881  2.907  -1.087  -0.030
O  -1.883  -1.370  0.044  -0.524
O  1.159  0.281  3.001  -0.042
O  2.286  -1.221  -1.923  -0.045
C  1.445  -0.767  -1.218  0.272
C  -0.574  1.839  -0.693  0.258
C  -1.211  -2.655  -0.081  -0.699
C  0.725  0.172  1.905  0.284
H  -0.678  -2.752  -1.023  0.374
H  -2.105  -3.243  -0.004  0.296
H  -0.550  -2.786  0.787  0.329
H  -2.184  -1.002  -0.846  0.405

2) Here is C4H4O4Pb as an isolated structure from the OMol25 dataset. Energies are from wB97M-V/def2-TZVPD.

Computed properties:
* Kohn-Sham gap (spin up / spin down): 6.34 / 6.33 eV
* E_LUMO (spin up / spin down): -10.85 / -10.85 eV
* charge: +2

Last column: Mulliken charge in e.
CARTESIAN COORDINATES (ANGSTROEM)
Pb  0.212  -0.431  -0.781  1.036
O  2.865  -1.931  -1.861  -0.007
O  0.238  -0.473  1.601  -0.522
O  0.205  2.662  -1.849  0.016
O  -2.451  -1.925  -1.859  0.000
C  1.930  -1.388  -1.456  0.267
C  -1.521  -1.390  -1.462  0.277
C  0.210  1.591  -1.475  0.246
C  -0.577  0.710  1.824  -0.655
H  1.195  -0.274  1.591  0.388
H  -0.610  0.636  2.911  0.293
H  -0.112  1.646  1.445  0.345
H  -1.585  0.569  1.370  0.316

Top of the stability list: 2), leading by 40.2 kcal/mol.

1) Here is an isolated ion of composition C4H9N2O2 and charge -1 from the OMol25 dataset. Energies are from wB97M-V/def2-TZVPD.

Computed properties:
* structure (SMILES): CNC(=O)CNC[O-]
* Kohn-Sham gap: 6.93 eV
* E_LUMO: 4.05 eV
* charge: -1

Last column: Mulliken charge in e.
CARTESIAN COORDINATES (ANGSTROEM)
O  -0.026  -0.280  -2.362  -0.904
O  1.164  0.694  2.196  -0.720
N  -0.255  1.516  0.682  -0.121
N  0.491  -1.422  -0.303  -0.280
C  0.363  0.482  1.291  0.483
C  -1.014  1.475  -0.547  -0.899
C  -0.333  -1.345  -1.574  -0.556
C  -0.019  -0.963  0.952  -0.623
H  -1.076  2.492  -0.902  0.371
H  0.526  -1.424  1.725  0.280
H  -2.042  1.153  -0.450  0.184
H  1.403  -1.104  -0.576  0.231
H  -0.512  0.840  -1.302  0.461
H  0.097  2.386  0.914  0.267
H  -0.110  -2.315  -2.076  0.285
H  -1.398  -1.302  -1.275  0.243
H  -1.109  -1.098  1.045  0.298

2) Here is an isolated ion of composition C4H9N2O2 and charge -1 from the OMol25 dataset. Energies are from wB97M-V/def2-TZVPD.

Computed properties:
* structure (SMILES): C[C@H](CN)NC(=O)[O-]
* Kohn-Sham gap: 7.43 eV
* E_LUMO: 3.60 eV
* charge: -1

Last column: Mulliken charge in e.
CARTESIAN COORDINATES (ANGSTROEM)
O  -0.995  -2.415  0.077  -0.727
O  0.933  -2.635  1.174  -0.730
N  -0.628  3.100  -0.134  -0.552
N  0.317  -0.447  0.517  -0.189
C  0.153  -1.973  0.436  0.446
C  -0.190  0.546  -0.427  0.204
C  -0.614  1.769  0.403  -0.625
C  0.888  1.025  -1.669  -1.668
H  1.815  1.315  -1.289  0.401
H  -1.638  1.597  0.775  0.310
H  -1.063  0.203  -1.015  0.300
H  0.220  1.864  1.200  0.277
H  -1.235  3.367  -0.865  0.196
H  0.448  1.741  -2.274  0.432
H  0.347  3.405  -0.296  0.221
H  1.170  0.231  -2.259  0.476
H  1.193  -0.106  0.876  0.228

3) Here is C4H9N2O2 as an isolated structure from the OMol25 dataset. Energies are from wB97M-V/def2-TZVPD.

Computed properties:
* Kohn-Sham gap: 5.65 eV
* E_LUMO: 3.20 eV
* charge: -1

Last column: Mulliken charge in e.
CARTESIAN COORDINATES (ANGSTROEM)
O  1.649  3.172  0.622  -0.863
O  -2.409  -1.214  -1.671  -0.481
N  -0.342  -1.977  -0.802  -0.396
N  0.270  1.305  0.983  -0.364
C  -1.591  -2.036  -1.005  -0.138
C  0.116  -0.099  0.761  -0.424
C  0.140  -0.590  -0.697  -0.687
C  1.676  1.883  0.895  -0.159
H  2.217  1.269  0.116  0.049
H  1.159  -0.502  -1.087  0.365
H  -2.051  -3.012  -0.815  0.377
H  -0.308  1.897  0.395  0.232
H  -0.414  0.106  -1.344  0.373
H  2.140  1.657  1.899  0.140
H  -2.251  -0.830  -0.754  0.393
H  -0.871  -0.413  1.144  0.343
H  0.873  -0.617  1.359  0.242

Top of the stability list: 2), leading by 14.8 kcal/mol.

1) Here is a 2-piece molecular cluster, C4H9N2O2 overall from the OMol25 dataset. Energies are from wB97M-V/def2-TZVPD.

Computed properties:
* Kohn-Sham gap: 6.70 eV
* E_LUMO: 2.81 eV
* charge: -1

Last column: Mulliken charge in e.
CARTESIAN COORDINATES (ANGSTROEM)
O  2.022  -1.822  -1.369  -0.734
O  2.885  -2.620  0.563  -0.785
N  0.821  -1.687  0.596  -0.404
N  -1.530  1.786  0.689  -0.417
C  0.035  -0.479  0.321  -0.386
C  1.996  -2.096  -0.152  0.536
C  -1.108  2.962  0.261  -0.301
C  -0.747  -0.763  -0.970  -0.906
H  -0.039  -1.157  -1.701  0.351
H  1.111  -1.798  1.558  0.234
H  -0.652  -0.366  1.150  0.449
H  -1.817  3.435  -0.450  0.229
H  0.696  0.379  0.156  0.128
H  -0.559  3.771  0.818  0.245
H  -1.164  0.188  -1.309  0.282
H  -0.405  1.756  0.638  0.240
H  -1.545  -1.489  -0.797  0.240

2) Here is an isolated ion of composition C4H9N2O2 and charge -1 from the OMol25 dataset. Energies are from wB97M-V/def2-TZVPD.

Computed properties:
* structure (SMILES): NC(=O)[C@@H](N)CC[O-]
* Kohn-Sham gap: 6.16 eV
* E_LUMO: 3.80 eV
* charge: -1

Last column: Mulliken charge in e.
CARTESIAN COORDINATES (ANGSTROEM)
O  0.763  0.851  -2.231  -0.677
O  -0.832  0.370  2.725  -0.861
N  1.262  -1.303  -1.965  -0.406
N  0.598  -1.022  0.738  -0.794
C  -1.603  0.707  1.754  -0.576
C  0.697  -0.162  -1.531  0.209
C  -0.191  -0.267  -0.216  0.338
C  -0.713  0.978  0.399  -0.667
H  -0.992  -0.980  -0.580  0.103
H  1.373  -0.506  1.253  0.271
H  -1.180  1.600  -0.360  0.396
H  0.015  -1.259  1.612  0.316
H  -1.933  1.779  1.939  0.273
H  -2.316  -0.134  1.637  0.246
H  1.387  -2.033  -1.352  0.269
H  0.057  1.658  0.691  0.306
H  1.984  -1.159  -2.640  0.253

Top of the stability list: 2), leading by 33.4 kcal/mol.

1) Here is one molecule with the formula C7H14N2O3 from the OMol25 dataset. Energies are from wB97M-V/def2-TZVPD.

Computed properties:
* structure (SMILES): CC(C)[C@H](NC(=O)CN)C(=O)O
* Kohn-Sham gap: 10.24 eV
* E_LUMO: 0.53 eV
* charge: 0

Last column: Mulliken charge in e.
CARTESIAN COORDINATES (ANGSTROEM)
O  -2.839  0.690  0.457  -0.534
O  0.273  -2.158  1.545  -0.755
O  -2.181  -1.241  1.325  -0.568
N  2.055  -2.243  -1.550  -0.583
N  0.410  -0.660  -0.075  -0.074
C  0.701  -1.842  0.459  0.406
C  1.742  -2.701  -0.256  -0.377
C  -0.469  1.816  -1.376  -1.423
C  -0.214  1.675  0.175  0.505
C  -0.940  2.743  1.021  -1.668
C  -1.957  -0.080  0.721  0.636
C  -0.439  0.252  0.646  -0.604
H  -0.907  2.546  2.087  0.376
H  2.767  -1.480  -1.607  0.201
H  -0.035  0.249  1.663  0.386
H  -0.447  2.903  -1.625  0.409
H  0.856  1.812  0.195  0.438
H  -1.479  1.464  -1.757  0.250
H  -2.019  2.885  0.684  0.292
H  0.573  -0.578  -1.072  0.429
H  -0.467  3.696  0.919  0.506
H  1.122  -3.563  -0.351  0.302
H  2.344  -2.931  -2.204  0.213
H  2.541  -3.016  0.415  0.336
H  -1.324  -1.649  1.551  0.465
H  0.333  1.412  -1.991  0.436

2) Here is one molecule with the formula C7H14N2O3 from the OMol25 dataset. Energies are from wB97M-V/def2-TZVPD.

Computed properties:
* structure (SMILES): [H]/N=C(\C)COC(=O)NCOCC
* Kohn-Sham gap: 10.83 eV
* E_LUMO: 0.84 eV
* charge: 0

Last column: Mulliken charge in e.
CARTESIAN COORDINATES (ANGSTROEM)
O  -0.283  1.123  -1.102  -0.256
O  1.337  -0.482  0.706  -0.266
O  1.272  1.440  -2.544  -0.457
N  2.033  1.476  -0.440  -0.341
N  -2.549  1.603  1.566  -0.738
C  -2.754  0.087  -0.290  -1.267
C  2.418  0.177  0.058  -0.537
C  1.467  -1.897  0.702  -0.491
C  0.411  -2.518  -0.193  -0.867
C  1.004  1.372  -1.431  0.333
C  -0.772  1.764  0.073  -0.148
C  -2.062  1.157  0.518  0.486
H  2.467  -2.232  0.441  0.435
H  1.794  2.113  0.309  0.373
H  -0.565  -2.312  0.223  0.080
H  -3.814  0.169  -0.081  0.494
H  1.242  -2.219  1.714  0.290
H  -2.645  0.206  -1.361  0.291
H  2.773  -0.399  -0.790  0.492
H  0.549  -3.592  -0.219  0.412
H  0.433  -2.097  -1.189  0.283
H  -0.976  2.807  -0.164  0.361
H  -0.097  1.730  0.919  0.246
H  -2.460  -0.915  -0.003  0.199
H  -3.425  1.136  1.783  0.273
H  3.204  0.305  0.796  0.322

3) Here is C7H14N2O3 as an isolated structure from the OMol25 dataset. Energies are from wB97M-V/def2-TZVPD.

Computed properties:
* Kohn-Sham gap: 9.71 eV
* E_LUMO: 0.47 eV
* charge: 0

Last column: Mulliken charge in e.
CARTESIAN COORDINATES (ANGSTROEM)
O  -2.267  0.253  -0.571  -0.576
O  0.620  0.973  -0.130  -0.579
O  -2.331  1.286  1.395  -0.657
N  -1.300  -1.552  0.840  -0.565
N  -2.243  -1.259  0.294  0.797
C  0.982  0.182  0.703  0.774
C  0.671  0.338  2.170  -1.202
C  -2.040  2.581  -0.612  -1.082
C  1.831  -1.032  0.375  -0.352
C  -3.542  -1.731  0.023  -0.662
C  -2.209  1.307  0.191  0.854
C  2.527  -0.910  -0.975  -1.223
H  -3.627  -2.776  0.329  0.341
H  0.616  -0.627  2.664  0.309
H  -1.541  2.354  -1.549  0.290
H  3.033  -1.838  -1.233  0.375
H  1.471  0.922  2.624  0.430
H  3.261  -0.108  -0.951  0.327
H  -3.021  3.008  -0.811  0.349
H  1.798  -0.677  -1.747  0.277
H  -0.264  0.877  2.300  0.285
H  -1.453  3.284  -0.031  0.271
H  2.555  -1.184  1.176  0.371
H  1.154  -1.892  0.373  0.277
H  -3.740  -1.608  -1.042  0.276
H  -4.251  -1.111  0.577  0.295

Top of the stability list: 1), leading by 46.1 kcal/mol.

1) Here is a 5-piece molecular cluster, CH11O5 overall from the OMol25 dataset. Energies are from wB97M-V/def2-TZVPD.

Computed properties:
* Kohn-Sham gap: 9.13 eV
* E_LUMO: 3.90 eV
* charge: -1

Last column: Mulliken charge in e.
CARTESIAN COORDINATES (ANGSTROEM)
O  0.409  -1.063  -0.475  -0.691
O  -0.488  2.159  -2.332  -0.677
O  2.272  -2.777  -0.085  -0.729
O  -1.576  1.976  1.623  -0.770
O  0.448  1.350  0.367  -1.007
C  -0.749  -1.454  0.267  -0.489
H  -0.326  2.307  -1.390  0.366
H  -1.178  -0.777  0.998  0.156
H  -1.486  -1.678  -0.554  0.188
H  1.624  -2.002  -0.212  0.516
H  3.153  -2.395  -0.135  0.268
H  -0.673  -2.408  0.829  0.255
H  1.123  2.033  0.440  0.165
H  -0.702  2.026  0.971  0.453
H  -1.097  1.430  -2.438  0.292
H  -1.248  1.358  2.272  0.233
H  0.493  -0.086  -0.147  0.473

2) Here is a 5-piece molecular cluster, CH11O5 overall from the OMol25 dataset. Energies are from wB97M-V/def2-TZVPD.

Computed properties:
* Kohn-Sham gap: 7.77 eV
* E_LUMO: 3.73 eV
* charge: -1

Last column: Mulliken charge in e.
CARTESIAN COORDINATES (ANGSTROEM)
O  0.919  1.001  -0.915  -0.735
O  -0.582  -1.029  0.029  -0.884
O  -2.058  -0.108  -2.170  -0.679
O  -0.152  3.389  0.397  -0.661
O  0.327  -0.033  2.818  -0.696
C  0.193  -2.186  0.040  -0.622
H  0.448  -2.453  1.091  0.181
H  0.652  3.893  0.649  0.282
H  -0.466  -2.958  -0.386  0.203
H  0.122  2.665  -0.199  0.384
H  -1.861  -0.536  -1.306  0.382
H  0.181  0.735  2.257  0.333
H  -1.265  -0.325  -2.679  0.277
H  0.152  -0.766  2.220  0.357
H  0.368  0.230  -0.584  0.405
H  1.185  -2.273  -0.456  0.210
H  1.837  0.756  -0.808  0.263

Top of the stability list: 2), leading by 2.8 kcal/mol.